Record 1
Computed, not measured: a 2-piece molecular cluster, C10H16O overall, with ωB97M-V/def2-TZVPD.

```
27
Properties=species:S:1:pos:R:3:nbo_charge:R:1
C -0.795 2.249 0.814 -0.652
C -0.379 1.640 -0.500 -0.063
C -1.144 0.709 -1.158 -0.184
C -0.674 0.148 -2.413 -0.304
C 0.669 0.269 -2.680 0.286
O 1.361 -0.381 -3.698 -0.682
C 1.517 1.081 -1.894 -0.256
C 0.972 1.795 -0.850 -0.173
H -0.280 1.721 1.613 0.224
H -1.903 2.077 0.896 0.213
H -0.980 3.315 0.947 0.235
H -2.115 0.325 -0.859 0.218
H -1.336 -0.180 -3.201 0.223
H 0.907 -1.217 -3.885 0.478
H 2.599 1.121 -1.967 0.226
H 1.670 2.351 -0.242 0.211
C 1.179 -1.366 1.265 -0.617
C -0.199 -0.961 1.837 -0.412
C -1.068 -2.145 2.198 -0.616
H 1.176 -2.181 0.503 0.208
H 1.762 -1.572 2.191 0.204
H 1.752 -0.550 0.753 0.216
H -0.008 -0.175 2.568 0.197
H -0.821 -0.439 1.046 0.202
H -0.879 -2.873 1.381 0.203
H -0.820 -2.651 3.159 0.202
H -2.163 -2.110 2.175 0.214
```

HOMO level (eV): -8.576
Kohn-Sham gap (eV): 9.40
Lowest unoccupied orbital energy (eV): 0.82
Net charge: 0
DFT total energy (Ha): -465.817959

---

Record 2
Computed, not measured: C12H7ClIN2O5PdS2 as an isolated structure, with ωB97M-V/def2-TZVPD.

```
31
Properties=species:S:1:pos:R:3:nbo_charge:R:1
Pd -1.105 -1.160 0.228 1.220
Cl 2.594 3.567 -3.482 -0.048
C 1.331 2.759 -2.572 -0.120
C 0.092 3.327 -2.492 -0.211
C -0.955 2.704 -1.797 -0.280
I -2.824 3.624 -1.732 0.111
C -0.815 1.459 -1.152 0.365
O -1.750 0.836 -0.562 -0.722
C 0.544 0.915 -1.205 0.084
N 0.746 -0.242 -0.521 -0.444
C 1.895 -0.859 -0.572 0.056
C 2.982 -0.335 -1.295 -0.260
C 2.831 0.848 -1.956 -0.166
C 1.592 1.528 -1.927 -0.026
H -0.085 4.274 -2.985 0.229
H 1.958 -1.800 -0.037 0.222
H 3.919 -0.878 -1.325 0.217
H 3.651 1.274 -2.520 0.224
S -2.271 -0.771 4.442 0.444
C -0.577 -0.997 4.394 -0.461
C -0.117 -0.673 3.167 -0.028
N -1.063 -0.155 2.303 -0.477
C -2.236 -0.143 2.863 -0.116
H -0.035 -1.412 5.230 0.243
H 0.903 -0.771 2.828 0.221
H -3.131 0.186 2.350 0.245
O -0.362 -3.226 0.833 -1.023
S -1.636 -3.503 0.056 2.498
O -1.955 -4.899 -0.066 -0.976
O -2.691 -2.684 0.770 -1.024
O -1.429 -2.792 -1.265 -0.996
```

HOMO level (alpha / beta) (eV): -4.862 / -4.825
⟨S²⟩: 2.01
Kohn-Sham gap (alpha / beta) (eV): 7.24 / 7.18
Lowest unoccupied orbital energy (alpha / beta) (eV): 2.38 / 2.36
Net charge: -1
2S+1: 3
DFT total energy (Ha): -2629.435898

---

Record 3
Computed, not measured: C2H4N2S2 in the gas phase, with ωB97M-V/def2-TZVPD.

```
10
Properties=species:S:1:pos:R:3:nbo_charge:R:1
C -0.537 -1.807 -0.346 -0.066
N -0.690 -1.486 -1.556 -0.553
S -0.340 0.107 -1.948 0.473
C 0.353 1.153 -0.663 -0.159
N 0.051 0.995 0.719 -0.637
S 0.788 1.982 1.872 0.210
H -0.618 -2.952 -0.019 0.178
H -0.146 -1.079 0.382 0.200
H 0.761 1.997 -1.350 0.220
H 0.377 1.089 2.909 0.133
```

HOMO level (eV): -8.350
Kohn-Sham gap (eV): 8.21
Lowest unoccupied orbital energy (eV): -0.14
Net charge: 0
DFT total energy (Ha): -984.367260

---

Repeat the third record exactly.
Computed, not measured: C2H4N2S2 in the gas phase, with ωB97M-V/def2-TZVPD.

```
10
Properties=species:S:1:pos:R:3:nbo_charge:R:1
C -0.537 -1.807 -0.346 -0.066
N -0.690 -1.486 -1.556 -0.553
S -0.340 0.107 -1.948 0.473
C 0.353 1.153 -0.663 -0.159
N 0.051 0.995 0.719 -0.637
S 0.788 1.982 1.872 0.210
H -0.618 -2.952 -0.019 0.178
H -0.146 -1.079 0.382 0.200
H 0.761 1.997 -1.350 0.220
H 0.377 1.089 2.909 0.133
```

HOMO level (eV): -8.350
Kohn-Sham gap (eV): 8.21
Lowest unoccupied orbital energy (eV): -0.14
Net charge: 0
DFT total energy (Ha): -984.367260

---

Number 2 is which compound? C12H7ClIN2O5PdS2